Here is an isolated molecule of C4H5NO from OMol25. Energies are from the ωB97M-V functional and the def2-TZVPD basis.

Geometry (Å):
1 H 1.32 1.75 -2.38
2 N 0.74 1.27 -1.69
3 C 1.43 0.45 -1.02
4 O 0.90 -0.30 -0.04
5 C -0.49 -0.06 0.16
6 C -1.01 -0.82 1.30
7 C -1.59 -1.36 2.20
8 H 2.49 0.22 -1.13
9 H -1.04 -0.32 -0.75
10 H -0.65 1.01 0.34
11 H -2.11 -1.83 3.01

Values from the calculation:
Frontier orbital gap in eV: 11.17
HOMO energy in eV: -10.19
SMILES: [H]/N=C/OCC#C
Energy above the lowest of the compared OMol25 structures with the same formula, charge and spin in kcal/mol: 56.7